Entry from the Open Molecules 2025 dataset: C44H74Ge2N4P3RuSe as an isolated structure (wB97M-V/def2-TZVPD).

Output
<S²>: 8.8351
HOMO (spin up / spin down), Ha: -0.6202 / -0.6144

The geometry in ORCA input format:
```
! RIJCOSX wB97M-V def2-TZVPD def2/J DEFGRID3
* xyz 4 6
Ru -0.10 -0.68 0.36
C 3.44 0.81 1.49
C 3.79 0.09 0.20
C 4.66 1.01 -0.65
P 2.23 -0.54 -0.62
C 1.96 0.77 -1.91
N 1.40 1.95 -1.32
Ge 0.11 1.76 0.23
N 0.52 2.38 2.18
C 0.61 1.40 3.22
P -0.16 -0.25 2.83
C -1.87 -0.01 3.59
C -1.88 0.82 4.87
C -2.54 -1.36 3.86
C 0.68 -1.40 4.06
C 0.50 -2.83 3.56
C 2.16 -1.16 4.34
C 1.11 3.58 2.37
C 1.70 4.03 3.57
C 2.38 5.23 3.61
C 2.52 6.01 2.46
C 1.93 5.60 1.27
C 1.19 4.43 1.23
N 0.42 4.00 0.10
C 1.02 4.28 -1.19
C 1.05 5.54 -1.75
C 1.72 5.75 -2.96
C 2.34 4.68 -3.61
C 2.28 3.41 -3.08
C 1.60 3.17 -1.86
C -0.90 4.57 0.14
C -1.19 5.85 0.56
C -2.48 6.35 0.38
C -3.46 5.56 -0.22
C -3.20 4.27 -0.59
C -1.92 3.72 -0.38
N -1.56 2.44 -0.60
C -2.54 1.51 -1.09
P -1.92 -0.23 -1.23
C -1.40 -0.55 -3.01
C -1.84 -1.94 -3.48
C -1.80 0.54 -4.00
C -3.52 -1.16 -0.94
C -3.88 -1.05 0.54
C -4.69 -0.72 -1.83
C 2.85 -2.05 -1.53
C 4.23 -1.96 -2.17
C 1.82 -2.52 -2.56
H 4.34 1.03 2.06
H 2.79 0.17 2.09
H 2.93 1.75 1.27
H 4.35 -0.82 0.44
H 4.19 1.99 -0.79
H 4.93 0.60 -1.62
H 5.59 1.18 -0.11
H 1.27 0.36 -2.66
H 2.91 0.98 -2.39
H 0.13 1.77 4.14
H 1.67 1.22 3.46
H -2.44 0.53 2.82
H -1.14 0.50 5.59
H -2.85 0.69 5.35
H -1.78 1.88 4.68
H -2.18 -1.81 4.78
H -2.38 -2.07 3.05
H -3.61 -1.22 3.97
H 0.12 -1.27 4.98
H 1.02 -2.96 2.60
H -0.55 -3.10 3.43
H 0.93 -3.53 4.27
H 2.78 -1.39 3.48
H 2.46 -1.84 5.14
H 2.38 -0.16 4.70
H 1.62 3.45 4.48
H 2.81 5.58 4.54
H 3.07 6.94 2.50
H 2.04 6.22 0.40
H 0.56 6.37 -1.28
H 1.77 6.74 -3.38
H 2.87 4.85 -4.53
H 2.74 2.61 -3.62
H -0.44 6.47 1.00
H -2.71 7.36 0.69
H -4.45 5.98 -0.38
H -3.99 3.67 -1.02
H -2.92 1.83 -2.06
H -3.38 1.46 -0.38
H -0.30 -0.57 -2.96
H -2.92 -2.01 -3.60
H -1.50 -2.73 -2.80
H -1.40 -2.13 -4.46
H -2.87 0.64 -4.09
H -1.42 0.26 -4.98
H -1.36 1.50 -3.75
H -3.27 -2.20 -1.17
H -4.40 -0.12 0.77
H -2.97 -1.10 1.15
H -4.55 -1.86 0.83
H -5.13 0.22 -1.49
H -5.47 -1.47 -1.78
H -4.41 -0.61 -2.87
H 2.91 -2.80 -0.72
H 4.26 -1.23 -2.98
H 4.47 -2.93 -2.59
H 5.01 -1.73 -1.45
H 1.81 -1.85 -3.42
H 0.82 -2.57 -2.13
H 2.10 -3.50 -2.93
C 0.12 -7.84 -0.82
Ge -0.46 -6.18 -1.73
C 0.40 -5.77 -3.47
C -2.44 -6.04 -1.90
C 0.34 -4.76 -0.23
Se -0.62 -3.17 0.14
C -2.08 -4.07 1.06
H -0.05 -8.65 -1.53
H -0.47 -8.04 0.07
H 1.17 -7.83 -0.56
H 0.00 -6.52 -4.16
H 1.48 -5.91 -3.44
H 0.16 -4.79 -3.87
H -2.70 -6.67 -2.75
H -2.80 -5.03 -2.13
H -2.97 -6.44 -1.04
H 1.34 -4.53 -0.59
H 0.37 -5.37 0.67
H -2.48 -4.81 0.37
H -2.86 -3.37 1.33
H -1.69 -4.57 1.94
*
```

Entry from the Open Molecules 2025 dataset: a 6-piece molecular cluster, C44H75N3O14S overall (wB97M-V/def2-TZVPD).

Output
HOMO, Ha: -0.2822
SMILES: C=Cc1c(OCCC)c(CCCS)c(C[C@H](O)CN)c2ncc(CCCCOC=O)nc12.CCOC(C)=O.CCOC(C)=O.CCOC(C)=O.CCOC(C)=O.CCOC(C)=O

The geometry in ORCA input format:
```
! RIJCOSX wB97M-V def2-TZVPD def2/J DEFGRID3
* xyz 0 1
C -4.43 4.92 -1.17
C -3.93 4.03 -0.28
C -2.65 4.15 0.45
C -2.10 5.38 0.69
O -2.70 6.52 0.22
C -3.31 7.31 1.26
C -3.05 8.81 0.92
C -3.06 9.02 -0.63
C -0.86 5.47 1.45
C -0.23 6.84 1.72
C 0.16 7.53 0.38
C 1.48 6.87 -0.13
S 1.36 6.66 -1.96
C -0.27 4.31 1.89
C 1.05 4.38 2.66
C 0.90 4.96 4.09
O 1.87 6.02 4.24
C 1.26 3.90 5.18
N 0.14 3.00 5.50
C -0.82 3.00 1.62
N -0.14 1.91 2.10
C -0.74 0.80 1.75
C -1.95 0.70 1.00
C -2.49 -0.68 0.68
C -3.14 -1.41 1.90
C -4.60 -1.83 1.52
C -5.51 -0.58 1.67
O -6.84 -0.92 2.13
C -7.64 0.19 1.94
O -7.38 1.25 2.45
N -2.62 1.75 0.59
C -2.01 2.94 0.89
H -5.50 5.16 -1.08
H -3.88 5.36 -1.99
H -4.50 3.10 -0.11
H -4.40 7.17 1.17
H -2.94 7.05 2.26
H -2.03 9.05 1.23
H -3.80 9.47 1.37
H -2.14 8.63 -1.08
H -3.92 8.53 -1.10
H -3.07 10.09 -0.88
H -0.96 7.44 2.29
H 0.67 6.78 2.33
H 0.25 8.62 0.49
H -0.57 7.36 -0.42
H 1.52 5.85 0.28
H 2.38 7.43 0.16
H 1.96 5.47 -2.20
H 1.55 3.41 2.74
H 1.76 5.05 2.14
H -0.10 5.36 4.31
H 1.55 6.66 4.89
H 1.63 4.42 6.08
H 2.10 3.27 4.84
H 0.17 2.20 4.88
H -0.73 3.49 5.34
H -0.27 -0.14 2.06
H -3.15 -0.60 -0.19
H -1.63 -1.29 0.36
H -2.56 -2.31 2.14
H -3.13 -0.75 2.78
H -4.53 -2.09 0.46
H -4.94 -2.69 2.11
H -5.04 0.07 2.43
H -5.53 0.00 0.74
H -8.51 0.01 1.28
C 4.01 -1.15 -1.89
C 2.53 -0.87 -1.73
O 1.95 -1.71 -0.73
C 1.94 -1.44 0.58
C 2.83 -0.34 1.10
O 1.28 -2.12 1.33
H 4.56 -0.94 -0.97
H 4.43 -0.55 -2.69
H 4.17 -2.20 -2.12
H 2.33 0.19 -1.53
H 2.02 -1.10 -2.66
H 3.78 -0.78 1.42
H 2.34 0.12 1.96
H 3.01 0.46 0.39
C -2.33 -5.41 -1.50
C -2.54 -4.67 -0.19
O -3.85 -4.89 0.33
C -4.19 -5.94 1.10
C -3.24 -7.11 1.20
O -5.26 -5.96 1.64
H -2.41 -6.49 -1.36
H -1.35 -5.19 -1.92
H -3.09 -5.13 -2.22
H -1.77 -4.91 0.55
H -2.47 -3.60 -0.37
H -3.51 -7.86 0.45
H -3.35 -7.55 2.19
H -2.19 -6.85 1.09
C 6.20 -5.91 1.68
C 6.95 -4.91 2.53
O 6.72 -3.57 2.08
C 5.67 -2.82 2.46
C 4.51 -3.48 3.17
O 5.63 -1.66 2.16
H 5.12 -5.77 1.74
H 6.43 -6.93 2.00
H 6.47 -5.80 0.63
H 6.72 -5.00 3.59
H 8.02 -5.07 2.43
H 3.76 -3.77 2.43
H 4.07 -2.76 3.85
H 4.79 -4.35 3.76
C -0.54 -3.48 -5.95
C -0.52 -2.41 -4.88
O 0.72 -1.71 -4.86
C 1.00 -0.65 -5.65
C 0.09 -0.34 -6.81
O 2.00 -0.01 -5.46
H -0.43 -3.06 -6.95
H -1.46 -4.05 -5.91
H 0.30 -4.16 -5.80
H -1.36 -1.72 -4.97
H -0.61 -2.88 -3.90
H 0.48 -0.83 -7.71
H 0.09 0.74 -6.97
H -0.94 -0.63 -6.66
C 4.81 -6.80 -2.69
C 4.31 -6.16 -3.97
O 2.97 -6.54 -4.26
C 1.89 -5.92 -3.76
C 2.07 -4.94 -2.62
O 0.80 -6.19 -4.18
H 4.22 -6.47 -1.82
H 5.85 -6.54 -2.51
H 4.71 -7.88 -2.74
H 4.42 -5.08 -3.96
H 4.91 -6.53 -4.81
H 1.93 -5.47 -1.67
H 1.31 -4.16 -2.71
H 3.03 -4.44 -2.61
*
```

| no. | calculated total energy (Eh) |
| --- | --- |
| 1 | -9612.88317 |
| 2 | -3337.30399 |